{
  "formula": "C30H41N6O4PrS",
  "method": "ωB97M-V with the def2-TZVPD basis set",
  "e_homo_ev": [-12.80, -12.80],
  "s_squared": 2.00,
  "total_charge": 2,
  "homo_lumo_gap_ev": [7.6231, 7.7211],
  "total_energy_ev": -73794.950,
  "multiplicity": 3,
  "relative_energy_ev": 0.000,
  "species": ["Pr", "S", "O", "O", "O", "O", "N", "N", "N", "N", "N", "N", "C", "C", "C", "C", "C", "C", "C", "C", "C", "C", "C", "C", "C", "C", "C", "C", "C", "C", "C", "C", "C", "C", "C", "C", "C", "C", "C", "C", "C", "C", "H", "H", "H", "H", "H", "H", "H", "H", "H", "H", "H", "H", "H", "H", "H", "H", "H", "H", "H", "H", "H", "H", "H", "H", "H", "H", "H", "H", "H", "H", "H", "H", "H", "H", "H", "H", "H", "H", "H", "H", "H"],
  "xyz": [[-16.10851, 7.52987, 5.87319], [-15.14512, 3.08861, 7.88472], [-18.41937, 6.60576, 4.90669], [-13.67859, 7.21146, 6.79622], [-16.87464, 8.39126, 3.67812], [-15.44881, 10.02005, 5.46496], [-21.76415, 8.62604, 9.97809], [-22.88308, 8.38919, 11.81211], [-19.60931, 9.03367, 8.80164], [-17.77924, 8.62168, 7.61832], [-15.45854, 5.49096, 4.65352], [-22.06009, 9.18617, 11.21724], [-19.42279, 5.79118, 5.60615], [-19.56160, 10.04364, 6.54607], [-24.12170, 6.32436, 11.30784], [-15.01788, 11.04972, 6.41594], [-16.22453, 9.63566, 3.19429], [-12.92651, 7.67533, 7.96569], [-14.87661, 4.38563, 2.64526], [-14.98153, 3.15623, 3.28097], [-18.12521, 8.09327, 3.06096], [-15.10782, 5.53941, 3.35525], [-18.70176, 8.32605, 9.66076], [-22.46537, 7.43798, 9.80563], [-15.68934, 4.40942, 6.75645], [-23.18482, 7.34306, 11.03528], [-16.10118, 10.62440, 4.33402], [-15.22457, 3.07554, 4.66156], [-24.13204, 5.28807, 10.35210], [-16.37068, 5.43517, 7.37975], [-18.97056, 9.27649, 7.63336], [-12.76423, 6.83756, 5.77186], [-18.65217, 6.75659, 3.47775], [-17.61031, 8.06394, 8.90818], [-11.95866, 8.06675, 5.25783], [-22.56471, 6.39920, 8.84402], [-16.03168, 3.82073, 9.12096], [-23.35051, 5.30888, 9.19725], [-13.69157, 7.21187, 9.16653], [-16.69435, 4.95965, 8.72428], [-15.42354, 4.30533, 5.34676], [-20.94143, 9.54460, 9.22005], [-24.72128, 6.34109, 12.21146], [-13.09867, 7.22641, 10.07045], [-18.98590, 10.95506, 6.39984], [-11.48464, 7.82443, 4.29209], [-19.41521, 9.48197, 5.58468], [-14.07662, 10.69472, 6.83337], [-12.12505, 5.98529, 6.12489], [-11.97543, 7.15823, 7.91325], [-15.38669, 2.12452, 5.14045], [-21.41924, 9.91398, 8.33190], [-14.89660, 11.99503, 5.91975], [-18.17503, 5.94620, 2.93699], [-16.83368, 10.00351, 2.37170], [-19.49823, 4.79588, 5.13631], [-16.01481, 3.39163, 10.11914], [-21.88007, 6.46863, 7.98661], [-14.11491, 6.22546, 8.99276], [-20.76886, 10.38765, 9.92201], [-17.37457, 5.40611, 9.40243], [-15.22892, 9.38126, 2.81803], [-17.07961, 11.08244, 4.65055], [-14.85358, 2.29113, 2.64239], [-12.65490, 8.90407, 5.06578], [-18.05233, 8.01356, 1.96440], [-19.72761, 6.67875, 3.30508], [-11.10918, 8.30498, 5.87387], [-14.99867, 6.50835, 2.87231], [-14.59286, 4.41470, 1.55553], [-12.80024, 8.75567, 7.88954], [-13.39992, 6.32064, 4.99556], [-15.47611, 11.47237, 3.98886], [-24.79735, 4.44859, 10.45451], [-20.60190, 10.38068, 6.63128], [-18.79214, 8.91747, 3.32374], [-15.78412, 11.10069, 7.18343], [-20.38890, 6.30706, 5.54451], [-19.05410, 5.69322, 6.60756], [-23.39023, 4.48663, 8.50686], [-14.51587, 7.90351, 9.41792], [-18.88366, 8.15891, 10.71792], [-16.66827, 7.59134, 9.14214]]
}

***

{
  "formula": "C30H42Cl4KN3O6SSeSi2",
  "method": "ωB97M-V with the def2-TZVPD basis set",
  "e_homo_ev": [-2.46, -2.15],
  "total_charge": -2,
  "homo_lumo_gap_ev": [6.2453, 5.9315],
  "total_energy_ev": -206895.897,
  "relative_energy_ev": 3.938,
  "species": ["Se", "K", "Cl", "Cl", "Cl", "Cl", "S", "Si", "Si", "O", "O", "O", "O", "O", "O", "N", "N", "N", "C", "C", "C", "C", "C", "C", "C", "C", "C", "C", "C", "C", "C", "C", "C", "C", "C", "C", "C", "C", "C", "C", "C", "C", "C", "C", "C", "C", "C", "C", "H", "H", "H", "H", "H", "H", "H", "H", "H", "H", "H", "H", "H", "H", "H", "H", "H", "H", "H", "H", "H", "H", "H", "H", "H", "H", "H", "H", "H", "H", "H", "H", "H", "H", "H", "H", "H", "H", "H", "H", "H", "H"],
  "xyz": [[-4.98138, -0.50586, 1.29527], [-1.66127, 1.02219, -0.39181], [1.75984, 2.92019, 1.48570], [0.04220, 5.57040, 0.82475], [-0.86495, 3.56045, 3.20020], [-1.91745, 0.46277, -3.16017], [1.69996, 2.73440, -3.32334], [-0.03632, -2.64453, 2.37152], [-0.31054, 3.45619, 1.15903], [-2.22508, 1.69176, -3.81879], [-0.63013, 0.59485, -2.53074], [-1.88032, -0.60377, -4.09841], [-2.89973, 0.21265, -2.16136], [2.31986, 3.15985, -4.60846], [-2.70193, 0.16908, 1.58848], [0.54413, -2.31366, -0.34891], [-7.13944, 3.05946, -0.84577], [-1.80757, -0.69048, 1.34498], [-0.67234, -5.39610, 3.21483], [-7.04865, 0.75319, -0.20514], [-1.13433, -6.33342, 4.12666], [-1.64422, -1.63714, 2.43178], [2.68147, 3.58829, -2.00625], [-1.37360, -5.96671, 5.44046], [1.42162, -1.73472, 3.18518], [1.52299, -0.34557, 3.13226], [5.01515, 3.57777, -2.99354], [-5.93618, 3.20545, -0.29448], [0.34610, -2.74343, -1.71753], [2.43663, -1.16402, -1.48258], [-5.22923, 2.19204, 0.32184], [3.56131, -0.38698, 4.39973], [0.49526, -3.34599, 0.66547], [2.57910, 0.32310, 3.72819], [3.48280, -1.76985, 4.45794], [2.42673, -2.43241, 3.85567], [-7.66032, 1.83505, -0.80192], [2.84824, -2.53719, -2.00894], [1.63055, -1.34674, -0.19554], [0.18625, 3.77905, -3.08457], [-0.43256, -4.07536, 3.58510], [4.09295, 3.02316, -1.91066], [1.59753, -3.35144, -2.38240], [-0.64835, -3.74052, 4.92272], [-5.79144, 0.91545, 0.38949], [-0.51777, 4.25213, -5.45331], [-1.11600, -4.66438, 5.84007], [0.03931, 4.84120, -4.16154], [-2.50311, -2.32910, 2.36658], [-0.47207, -3.46559, -1.74925], [5.99318, 3.09757, -2.95015], [-1.74724, -1.13602, 3.40618], [0.02312, -1.86875, -2.28522], [-1.39753, 3.65087, -5.23580], [-8.63530, 1.72399, -1.27137], [-4.26064, 2.37875, 0.76518], [-1.76284, -6.68851, 6.14766], [1.83189, -0.64229, -2.22457], [2.31690, -1.68880, 0.59203], [-0.44786, -2.72730, 5.24502], [2.13857, 3.39465, -1.08343], [3.41118, -3.05158, -1.22241], [1.21361, -0.37914, 0.11138], [-5.52190, 4.20759, -0.33877], [-1.31685, -7.35428, 3.81216], [4.50575, 3.24868, -0.92283], [3.51247, -2.43179, -2.87035], [2.68672, 4.65699, -2.22343], [5.15704, 4.64974, -2.85392], [4.57082, 3.40924, -3.97139], [-0.79771, 5.03875, -6.15348], [2.37676, -3.51375, 3.90934], [0.24898, 4.21353, -2.08896], [4.38444, 0.13378, 4.87376], [-1.28703, -4.36804, 6.86747], [0.76550, 0.22253, 2.61035], [1.44775, -3.34387, -3.46377], [1.72878, -4.39283, -2.07497], [1.01665, 5.29342, -4.35435], [3.31538, -0.55038, -1.27049], [-0.62879, 5.62312, -3.78999], [4.25242, -2.33067, 4.97447], [2.63583, 1.39927, 3.65633], [4.03179, 1.93524, -2.00359], [-0.25566, -4.07479, 0.35101], [-0.65221, 3.08561, -3.11612], [-7.53332, -0.21337, -0.19058], [0.23283, 3.61421, -5.91243], [1.45289, -3.89601, 0.76098], [-0.50010, -5.70064, 2.19059]]
}

***

{
  "formula": "C30H42MnN4OP2",
  "method": "ωB97M-V with the def2-TZVPD basis set",
  "e_homo_ev": [-4.70, -5.88],
  "s_squared": 8.96,
  "total_charge": 0,
  "homo_lumo_gap_ev": [4.6514, 5.7430],
  "total_energy_ev": -89686.617,
  "multiplicity": 6,
  "relative_energy_ev": 5.684,
  "species": ["Mn", "P", "P", "O", "N", "N", "N", "N", "C", "C", "C", "C", "C", "C", "C", "C", "C", "C", "C", "C", "C", "C", "C", "C", "C", "C", "C", "C", "C", "C", "C", "C", "C", "C", "C", "C", "C", "C", "H", "H", "H", "H", "H", "H", "H", "H", "H", "H", "H", "H", "H", "H", "H", "H", "H", "H", "H", "H", "H", "H", "H", "H", "H", "H", "H", "H", "H", "H", "H", "H", "H", "H", "H", "H", "H", "H", "H", "H", "H", "H"],
  "xyz": [[-0.78536, 2.09568, -2.25895], [-1.19918, -1.31445, 1.25037], [1.96647, -0.15993, 0.74448], [-0.99819, 0.03570, 2.96507], [-2.19154, 0.09642, 0.52088], [2.85354, -1.42872, 1.37754], [2.98210, 1.01538, -0.05031], [-2.60201, -2.29561, 1.27958], [3.99032, 0.65203, -0.92723], [4.75387, 1.75598, -1.13866], [-3.83457, -2.31651, 0.62017], [0.71712, 2.78405, -4.24755], [3.08961, 2.37983, 0.22457], [-4.76055, -3.00396, 1.38566], [-1.53953, 1.81173, -3.96017], [-2.90002, 0.05924, 4.44163], [4.19961, 2.83869, -0.41335], [-0.58429, 2.42334, -4.97150], [0.99040, -0.92577, -0.53646], [-1.42637, -0.22556, 4.28881], [-0.30064, -1.82394, -0.28492], [-1.70061, 0.44478, -3.77658], [-0.84492, -0.58462, -4.38537], [2.95331, -2.72917, 0.90860], [4.42318, -2.46121, 2.62625], [-4.07068, -3.47550, 2.55632], [-2.37383, 1.35719, 1.06827], [-2.76690, -3.05460, 2.43960], [1.05849, 1.88970, -3.04191], [0.71208, -0.24521, -4.46959], [1.67229, 0.75258, 2.21387], [-2.56738, 1.62122, -1.16832], [3.75770, -1.25890, 2.43823], [1.18635, 0.52617, -3.28044], [-2.30614, 0.28720, -0.83849], [-2.51528, 2.33259, 0.11248], [3.91471, -3.38436, 1.64996], [-0.66405, 0.53546, 5.38035], [1.23225, -1.23974, -4.54678], [1.47666, 2.39103, -2.14079], [0.42539, 0.42467, 5.31412], [0.60950, -0.07421, -1.18329], [0.72090, 1.32223, 1.96947], [-2.62913, 0.05548, -3.39307], [-3.09977, 1.13833, 4.42031], [-1.24706, -1.29535, 4.44554], [1.54470, 2.72933, -4.97144], [-1.04299, 3.36090, -5.32448], [0.03774, -2.88054, -0.21032], [0.66571, 3.81862, -3.86295], [-2.63157, 1.46086, 2.09451], [-0.92763, -1.75283, -1.20952], [4.20493, -4.40191, 1.45194], [4.63461, 3.81516, -0.38874], [-3.04945, 1.97879, -2.05146], [-0.46985, 1.74468, -5.83769], [1.88936, -0.04723, -2.67543], [4.00270, -0.38303, -1.26183], [-1.96358, -3.11295, 3.14006], [1.74383, -1.55781, -1.08872], [2.38789, 2.94114, 0.82361], [-3.98836, -1.84251, -0.32440], [0.93759, 0.28339, -5.43178], [3.83352, -0.33705, 3.00630], [-0.93018, 1.60564, 5.46901], [2.49602, 1.39762, 2.44521], [5.18289, -2.66260, 3.35876], [-2.54468, -0.54935, -1.44232], [-3.26234, -0.32196, 5.40201], [-2.73596, 3.39404, 0.19162], [-1.19659, -0.80961, -5.40807], [-0.92644, -1.50911, -3.78944], [-2.31167, 2.53751, -3.65179], [5.62689, 1.72992, -1.76663], [2.29344, -3.00975, 0.09695], [-5.81378, -3.15154, 1.17920], [-3.48574, -0.37421, 3.62861], [-4.49097, -4.01827, 3.37312], [-0.95122, 0.07514, 6.33029], [1.46339, 0.12016, 3.07735]]
}